Molecular formula: H17O9
Method: DFT, ωB97M-V/def2-TZVPD

## Properties
HOMO-LUMO gap, eV: 9.5
Net charge: -1

```
26
Properties=species:S:1:pos:R:3:forces:R:3
O -0.293 -4.100 0.799 0.2 -0.5 0.2
H -0.306 2.222 -1.378 0.3 -0.2 0.2
H -1.591 1.230 1.862 -0.4 -0.2 -0.2
O 1.308 3.096 -0.501 0.3 0.3 -0.5
H 1.987 2.382 -0.413 -0.4 0.0 0.4
O 0.666 -0.752 0.249 -0.1 0.2 0.5
H 0.425 -0.952 1.161 -0.2 -0.2 -0.1
H -0.120 0.736 -1.010 0.0 0.0 0.2
O 3.001 -1.650 -1.768 -0.1 0.8 0.9
H 1.410 0.122 0.471 1.0 0.0 -0.5
H 3.617 -1.301 -1.106 0.6 -0.4 -0.3
O -1.844 1.013 2.765 0.4 0.1 0.6
H 0.283 -3.398 0.475 -0.3 0.3 0.0
H 2.261 -1.147 -1.388 -0.6 -0.4 -0.4
O 2.402 0.925 0.620 -0.6 -0.4 0.2
H -0.675 -1.525 -1.923 -0.6 -0.2 -0.5
H 2.326 1.075 1.571 0.3 0.2 -0.2
O -0.777 1.378 -1.305 0.0 0.8 -0.4
H -2.652 0.499 2.707 0.0 0.1 -0.4
H 0.849 3.018 0.338 0.0 0.0 0.1
O -3.093 1.133 -0.077 -0.2 0.5 0.7
H -2.223 1.299 -0.517 -0.5 -0.5 -0.3
H -3.652 0.590 -0.635 0.5 -0.1 -0.2
O -1.388 -1.184 -1.364 0.9 -0.6 0.3
H -0.763 -0.984 -0.613 -0.7 0.0 0.0
H -1.157 -3.724 0.980 0.1 0.3 -0.2
```
Forces are in eV/Å.

=====

Molecular formula: C27H31NO4OsP2S
Method: DFT, ωB97M-V/def2-TZVPD

## Properties
HOMO-LUMO gap (alpha / beta), eV: 2.6 / 2.8
Spin multiplicity: 5
Net charge: +2

```
67
Properties=species:S:1:pos:R:3:forces:R:3
C 0.468 -4.930 -1.218 0.2 -1.0 0.7
C 0.195 -3.598 -1.467 0.7 0.7 -0.4
C -1.174 -3.207 -1.284 -2.3 -0.1 0.0
C -2.039 -3.844 -0.280 1.2 -0.4 0.1
C -1.441 -5.010 0.303 -2.2 0.8 0.5
C -0.345 -5.639 -0.319 1.9 -0.1 -1.4
C -3.330 -3.254 -0.032 0.9 1.0 1.0
C -3.577 -1.995 -0.660 0.4 0.9 -0.4
C -2.623 -1.517 -1.662 -1.3 -1.5 0.6
C -2.743 -0.208 -2.235 1.2 0.4 -0.6
C -4.016 0.332 -2.292 -0.9 0.5 0.6
C -4.988 -0.114 -1.383 0.3 0.9 -1.2
C -4.667 -1.097 -0.430 -0.3 -1.3 0.6
H 1.342 -5.375 -1.703 -0.2 -0.1 0.5
H -1.895 -5.514 1.171 0.0 0.3 -0.6
H -0.061 -6.684 -0.121 -0.4 0.6 0.2
H -3.955 -3.564 0.842 0.5 0.0 -1.1
H -4.201 1.148 -3.005 -0.1 -0.3 0.6
H -5.982 0.349 -1.454 0.5 -0.3 0.5
H -5.333 -1.229 0.435 0.3 -0.2 -0.5
N -1.668 -2.316 -2.145 2.1 1.4 1.0
Os 1.208 0.783 -0.049 -3.5 -1.8 -1.5
C 1.252 -2.663 -2.039 -0.1 -0.1 -0.1
H 0.935 -2.292 -3.024 0.0 0.0 0.2
H 2.148 -3.293 -2.135 -0.1 0.3 -0.4
C -1.565 0.516 -2.867 -1.1 -0.1 -0.3
H -1.193 -0.073 -3.721 0.2 0.0 0.4
H -2.014 1.436 -3.267 0.3 -0.2 -0.2
P 2.061 -1.201 -1.051 0.1 0.0 1.6
P -0.071 1.230 -1.885 -1.2 0.6 -0.9
C -0.728 2.887 -1.426 -0.2 -0.2 0.0
H 0.036 3.445 -0.871 -0.1 0.0 -0.1
H -1.014 3.453 -2.320 0.2 -0.1 0.0
H -1.596 2.773 -0.768 0.2 -0.1 0.0
C 1.143 1.653 -3.214 -0.4 -0.3 -0.1
H 0.784 2.502 -3.808 0.0 -0.2 0.1
H 2.107 1.919 -2.759 -0.3 0.0 -0.1
H 1.283 0.794 -3.879 0.1 0.1 0.0
C 2.765 -2.236 0.299 0.0 0.3 -0.4
H 3.398 -3.018 -0.138 0.0 0.1 0.2
H 3.325 -1.594 0.992 -0.1 -0.3 -0.2
H 1.931 -2.702 0.839 0.2 0.1 -0.1
C 3.458 -0.559 -2.001 0.2 -0.5 -0.6
H 3.882 0.318 -1.493 -0.2 -0.4 0.0
H 4.208 -1.349 -2.072 0.2 0.1 -0.2
H 3.138 -0.261 -3.002 0.1 -0.1 0.1
C 2.620 1.777 0.655 5.0 3.2 3.7
O 3.458 2.527 1.013 -2.8 -2.6 -1.6
H 0.947 -0.697 0.378 0.0 -0.5 0.6
C 3.037 4.342 4.628 0.0 0.0 0.2
C 1.835 3.613 4.109 -0.1 0.1 -0.3
C 0.948 4.247 3.228 0.0 -0.2 0.1
C -0.129 3.537 2.698 0.6 0.0 -0.2
C -0.267 2.183 2.999 0.0 0.5 0.1
C 0.534 1.579 3.965 0.3 0.0 -0.2
C 1.604 2.287 4.497 0.0 0.2 -0.1
S -1.448 1.230 2.102 -0.3 0.9 1.5
O -2.228 0.518 3.085 0.2 -0.4 -0.9
O -2.150 2.139 1.220 0.0 -0.4 -0.3
O -0.562 0.278 1.305 0.6 -0.1 -0.8
H 3.700 4.659 3.811 -0.2 0.0 0.2
H 2.715 5.230 5.187 0.3 -0.2 -0.1
H 3.593 3.672 5.292 0.0 0.3 0.0
H 1.127 5.289 2.926 -0.2 -0.5 0.3
H -0.837 4.010 2.029 0.1 0.0 -0.1
H 0.344 0.562 4.281 0.0 -0.1 -0.1
H 2.311 1.817 5.190 -0.5 0.1 -0.2
```
Forces are in eV/Å.

=====

Molecular formula: Br5Hf
Method: DFT, ωB97M-V/def2-TZVPD

## Properties
HOMO-LUMO gap, eV: 7.4
Net charge: -1

```
6
Properties=species:S:1:pos:R:3:forces:R:3
Hf -0.098 0.578 0.108 0.9 -4.6 -0.7
Br -2.114 -0.640 1.752 1.4 1.4 -1.1
Br 1.787 0.326 2.256 -1.6 0.7 -1.5
Br -2.127 0.599 -2.061 1.6 0.4 1.7
Br 1.934 1.338 -1.655 -1.7 -0.2 1.4
Br 0.618 -2.201 -0.400 -0.6 2.3 0.2
```
Forces are in eV/Å.

=====

Calculated relative energy (zero: lowest compared OMol25 entry of this formula, charge and spin) (kcal per mole), listed in the same order as above: 19.3; 28.9; 51.2